{"formula": "C66H179N21O22", "method": "ωB97M-V/def2-TZVPD", "symbols": ["C", "O", "N", "N", "H", "H", "H", "H", "C", "O", "N", "N", "H", "H", "H", "H", "C", "O", "N", "N", "H", "H", "H", "H", "C", "O", "N", "N", "H", "H", "H", "H", "C", "O", "C", "C", "N", "C", "C", "O", "C", "H", "H", "H", "H", "H", "H", "H", "H", "H", "H", "H", "H", "H", "H", "H", "C", "O", "C", "C", "N", "C", "C", "O", "C", "H", "H", "H", "H", "H", "H", "H", "H", "H", "H", "H", "H", "H", "H", "H", "C", "O", "C", "C", "N", "C", "C", "O", "C", "H", "H", "H", "H", "H", "H", "H", "H", "H", "H", "H", "H", "H", "H", "H", "C", "O", "C", "C", "N", "C", "C", "O", "C", "H", "H", "H", "H", "H", "H", "H", "H", "H", "H", "H", "H", "H", "H", "H", "C", "O", "C", "C", "N", "C", "C", "O", "C", "H", "H", "H", "H", "H", "H", "H", "H", "H", "H", "H", "H", "H", "H", "H", "C", "C", "C", "O", "C", "N", "H", "H", "H", "H", "H", "H", "H", "H", "H", "H", "H", "C", "C", "C", "O", "C", "N", "H", "H", "H", "H", "H", "H", "H", "H", "H", "H", "H", "C", "C", "C", "O", "C", "N", "H", "H", "H", "H", "H", "H", "H", "H", "H", "H", "H", "C", "C", "C", "O", "C", "N", "H", "H", "H", "H", "H", "H", "H", "H", "H", "H", "H", "C", "C", "C", "O", "C", "N", "H", "H", "H", "H", "H", "H", "H", "H", "H", "H", "H", "C", "C", "C", "O", "C", "N", "H", "H", "H", "H", "H", "H", "H", "H", "H", "H", "H", "C", "C", "C", "O", "C", "N", "H", "H", "H", "H", "H", "H", "H", "H", "H", "H", "H", "C", "C", "C", "O", "C", "N", "H", "H", "H", "H", "H", "H", "H", "H", "H", "H", "H"], "xyz": [[0.89948, -0.71303, 7.30798], [0.58146, -0.27254, 6.22067], [0.82937, -0.04986, 8.42403], [1.17070, -1.94475, 7.51409], [0.57610, 0.92783, 8.43291], [1.04943, -0.49173, 9.30517], [1.50242, -2.19002, 8.43600], [1.27264, -2.56005, 6.71967], [0.62233, -0.34217, 0.32507], [1.36410, -0.94754, 1.04071], [-0.22235, 0.57011, 0.73555], [0.47140, -0.69059, -0.94241], [-0.01502, 0.95868, 1.64446], [-0.63820, 1.14607, 0.01761], [-0.30058, -0.38618, -1.51815], [1.17224, -1.30333, -1.33416], [4.89287, 5.63803, 1.50235], [5.20251, 5.08436, 0.44633], [5.29487, 6.82508, 1.93616], [4.04402, 5.00615, 2.36916], [5.99806, 7.29031, 1.38012], [5.05305, 7.18040, 2.85015], [3.75293, 5.24978, 3.30512], [3.73832, 4.07067, 2.14217], [1.82808, -2.73847, 3.85565], [1.98989, -3.43240, 4.84741], [1.36332, -1.55354, 3.94146], [2.08284, -3.14808, 2.68134], [1.05741, -1.24140, 3.03092], [1.15986, -1.22088, 4.87314], [1.80067, -2.59445, 1.88512], [2.36821, -4.11069, 2.57163], [7.07563, -9.20533, -3.16107], [6.61751, -8.27500, -4.19741], [6.91667, -8.88663, -5.50513], [6.73471, -7.83049, -6.66148], [5.45314, -7.11705, -6.53633], [5.45682, -5.91901, -7.44106], [4.13228, -5.07535, -7.22424], [4.19430, -4.52796, -5.89347], [3.06608, -3.94126, -5.40209], [8.10280, -9.52038, -3.34480], [6.42553, -10.07912, -3.11675], [7.16305, -8.82608, -2.14292], [6.36526, -9.82503, -5.56398], [7.95870, -9.16881, -5.65558], [6.91467, -8.37177, -7.59031], [7.59661, -7.20956, -6.41722], [5.34989, -6.89232, -5.55708], [5.43944, -6.07892, -8.51912], [6.34368, -5.28836, -7.37892], [3.24552, -5.66954, -7.44493], [4.23418, -4.25074, -7.92974], [2.88627, -2.92274, -5.74616], [3.07336, -3.89355, -4.31316], [2.21031, -4.56803, -5.65292], [-8.33887, 2.35233, 4.78032], [-8.40914, 1.48847, 3.64519], [-8.95181, 2.14359, 2.45041], [-9.08197, 1.14302, 1.31207], [-7.77476, 0.85216, 0.72280], [-6.64267, 0.35437, 1.53277], [-5.58604, -0.27578, 0.53109], [-6.22298, -1.03358, -0.49389], [-6.94907, -2.19419, 0.03947], [-9.30758, 2.73084, 5.10655], [-7.65587, 3.19466, 4.67032], [-7.86405, 1.79849, 5.59020], [-8.44726, 3.07998, 2.21231], [-9.97188, 2.49639, 2.60238], [-9.63692, 1.63399, 0.51265], [-9.68619, 0.31499, 1.68272], [-7.83443, 0.52427, -0.23063], [-7.02265, -0.43595, 2.18016], [-6.26837, 1.11605, 2.21676], [-4.98988, -0.95625, 1.13909], [-4.95871, 0.50184, 0.09535], [-7.31034, -2.82102, -0.77579], [-7.81560, -1.91169, 0.63731], [-6.30051, -2.84456, 0.62641], [1.29048, 4.41309, 0.42425], [-0.05888, 4.71690, 0.26233], [-0.53403, 4.50549, -1.06707], [-2.08683, 4.62005, -0.98045], [-2.71460, 3.34447, -0.55418], [-4.17741, 3.48306, -0.50375], [-4.79984, 4.34828, 0.55888], [-5.95433, 5.00495, 0.12866], [-6.60601, 5.80285, 1.13191], [1.53499, 3.38492, 0.15745], [1.53267, 4.48056, 1.48486], [1.84419, 5.19038, -0.10237], [-0.28826, 3.47419, -1.32027], [-0.11520, 5.21475, -1.78095], [-2.43819, 4.78249, -1.99940], [-2.36757, 5.48007, -0.37247], [-2.28907, 2.95151, 0.27323], [-4.49571, 2.47277, -0.24665], [-4.73663, 3.67417, -1.41963], [-4.04077, 5.03807, 0.92782], [-5.23695, 3.75006, 1.35836], [-7.56078, 6.17205, 0.75746], [-5.97137, 6.65542, 1.37369], [-6.78778, 5.24346, 2.04959], [5.33125, 1.41866, 8.52818], [5.48576, 2.33944, 7.38832], [6.15598, 1.74875, 6.35609], [5.43315, 0.42461, 5.83896], [6.16392, -0.77201, 6.21496], [5.31093, -1.94900, 5.95467], [5.05503, -2.17897, 4.48502], [6.33333, -2.24032, 3.78559], [6.27066, -2.36432, 2.39380], [4.83442, 0.47340, 8.30968], [4.82882, 1.86184, 9.38799], [6.34641, 1.17473, 8.84130], [7.19844, 1.52820, 6.58570], [6.13522, 2.52895, 5.59519], [5.61150, 0.45463, 4.76407], [4.37452, 0.54391, 6.06954], [6.83974, -0.94818, 5.48534], [4.37137, -1.94377, 6.50719], [5.81967, -2.84177, 6.31833], [4.35391, -1.40810, 4.16521], [4.51718, -3.12014, 4.37094], [5.63851, -3.22825, 2.18861], [7.28575, -2.43301, 2.00267], [5.73460, -1.54703, 1.91133], [4.83125, 5.71991, 5.56693], [3.48997, 5.66193, 5.04085], [2.44866, 5.15505, 5.90073], [1.17199, 4.60306, 5.22353], [1.42513, 3.50554, 4.27685], [2.29643, 2.41413, 4.65683], [2.59645, 1.43975, 3.45621], [3.38194, 2.03097, 2.40336], [4.06395, 1.11587, 1.60562], [5.48074, 6.00583, 4.73957], [5.07812, 4.76740, 6.03583], [4.86194, 6.43061, 6.39280], [2.13312, 5.97902, 6.54074], [2.85974, 4.34901, 6.50852], [0.61951, 5.40845, 4.73958], [0.54007, 4.12529, 5.97221], [1.80107, 3.97090, 3.46309], [1.72216, 1.95226, 5.45995], [3.23105, 2.65951, 5.16119], [1.68842, 1.07776, 2.97398], [3.13357, 0.55257, 3.79165], [5.03718, 1.48999, 1.28786], [3.42890, 0.98594, 0.72930], [4.16836, 0.12203, 2.04091], [-4.07073, -6.34108, -4.13717], [-2.73492, -7.03453, -4.48384], [-1.55621, -6.02520, -4.10106], [-1.53580, -4.89740, -4.91342], [-0.73002, -3.88432, -4.39086], [-2.76022, -8.29463, -3.81643], [-4.17708, -5.51674, -4.84234], [-3.94415, -5.97284, -3.11910], [-4.92275, -7.01979, -4.17622], [-2.64500, -7.26101, -5.54625], [-0.62817, -6.56702, -4.28344], [-1.60076, -5.65082, -3.07834], [-0.73138, -2.97439, -4.99096], [0.28900, -4.18192, -4.14362], [-1.10985, -3.60466, -3.40820], [-3.67348, -8.69012, -3.98862], [-2.66699, -8.28548, -2.81078], [1.87931, 4.84869, -7.04694], [1.90951, 3.45903, -7.72698], [0.96173, 2.54760, -7.05741], [0.81880, 1.21411, -7.48024], [1.84436, 0.27745, -7.04406], [1.49542, 3.83984, -9.05015], [0.94326, 5.40459, -7.10076], [2.51333, 5.56571, -7.56848], [2.18467, 4.71571, -6.00907], [2.88310, 2.97478, -7.65123], [-0.02766, 2.99275, -7.16250], [1.23461, 2.44586, -6.00704], [2.79883, 0.62363, -7.44059], [1.62010, -0.70299, -7.46424], [2.02337, 0.20820, -5.97109], [1.52832, 2.98788, -9.59161], [0.54879, 4.18785, -9.10393], [-3.72623, -2.78535, -2.31304], [-4.47644, -1.92693, -3.25900], [-5.88610, -2.47115, -3.66665], [-6.29884, -1.59801, -4.69628], [-7.63695, -1.89011, -5.05623], [-4.65781, -0.60516, -2.62532], [-3.94004, -3.81456, -2.60131], [-4.15251, -2.73804, -1.31096], [-2.71269, -2.38472, -2.33131], [-3.89769, -1.83002, -4.17756], [-6.59811, -2.49994, -2.84184], [-5.73567, -3.50472, -3.97840], [-8.09809, -1.35947, -5.88922], [-8.27796, -1.57794, -4.23175], [-7.73170, -2.95839, -5.25092], [-5.09416, -0.00296, -3.30874], [-5.34199, -0.70279, -1.88880], [-6.45992, -1.01626, 5.08963], [-5.49866, -1.95867, 4.24407], [-4.03828, -1.33346, 3.97088], [-3.38005, -2.10367, 2.99753], [-2.18157, -1.47937, 2.50072], [-5.28387, -3.16355, 5.05203], [-6.00947, -0.74613, 6.04474], [-7.47431, -1.38197, 5.24896], [-6.55373, -0.08476, 4.53142], [-5.89839, -2.14711, 3.24768], [-3.48725, -1.26952, 4.90916], [-3.97314, -0.27260, 3.72917], [-1.36128, -1.27246, 3.18805], [-2.42464, -0.60214, 1.90115], [-1.66107, -2.14845, 1.81551], [-4.58411, -3.74479, 4.61317], [-6.09159, -3.76992, 5.04894], [-0.77314, -4.26641, -0.51952], [0.43115, -4.97544, -1.02879], [1.82318, -4.19154, -1.05079], [1.99006, -3.21040, -2.01554], [3.23630, -2.57814, -1.97203], [0.54040, -6.22853, -0.30337], [-0.55042, -3.77121, 0.42561], [-1.63048, -4.92367, -0.37434], [-1.13212, -3.48748, -1.19220], [0.25206, -5.17522, -2.08525], [2.61013, -4.91685, -1.25749], [1.98955, -3.93305, -0.00503], [3.32091, -2.05470, -1.01969], [3.47901, -1.95695, -2.83419], [3.97341, -3.37858, -1.90830], [0.55089, -6.01066, 0.68280], [1.50852, -6.44524, -0.49280], [-2.22098, 2.51519, 4.25481], [-2.24311, 3.35875, 2.96481], [-2.42305, 4.85956, 3.21293], [-3.71367, 5.14050, 3.76557], [-4.04502, 6.50549, 3.98507], [-1.00559, 3.14491, 2.26262], [-2.18686, 1.46811, 3.95389], [-3.18138, 2.72800, 4.72433], [-1.44971, 2.67573, 5.00812], [-3.03295, 2.99490, 2.30765], [-2.37254, 5.25366, 2.19793], [-1.60232, 5.30926, 3.77175], [-5.08588, 6.63633, 4.28105], [-3.89599, 7.16428, 3.12957], [-3.51780, 6.87618, 4.86412], [-0.35862, 3.48293, 2.96067], [-0.88989, 3.76630, 1.47484], [3.12188, 2.80175, -3.55765], [3.79949, 3.06252, -2.19624], [5.03973, 2.24345, -1.86797], [4.68461, 0.86682, -1.92849], [5.81481, 0.04055, -1.78232], [3.94227, 4.51772, -1.93214], [3.91750, 2.85602, -4.30071], [2.32269, 3.48276, -3.85027], [2.77131, 1.77031, -3.52106], [3.02275, 2.70019, -1.52282], [5.05989, 2.44376, -0.79672], [6.01792, 2.48274, -2.28507], [6.38872, -0.12785, -2.69356], [5.56716, -0.95798, -1.42218], [6.51910, 0.41845, -1.04119], [4.30030, 4.63593, -0.99515], [4.66918, 4.86212, -2.54295], [-0.91516, 0.04806, -4.02664], [-1.40693, 1.27404, -3.28766], [-2.31146, 2.18633, -4.17511], [-1.56617, 2.95188, -5.14305], [-0.81087, 4.02247, -4.55319], [-2.01207, 0.91007, -2.04563], [-0.38170, 0.42729, -4.89826], [-1.67675, -0.68218, -4.30016], [-0.11165, -0.41312, -3.45236], [-0.52357, 1.81488, -2.94813], [-2.97538, 2.82927, -3.59722], [-3.04519, 1.69099, -4.81102], [-0.10311, 4.41930, -5.28100], [-0.06625, 3.77437, -3.79684], [-1.45700, 4.81227, -4.17000], [-2.79752, 0.29105, -2.18692], [-2.28333, 1.74997, -1.55462]], "forces_ev_per_angstrom": [[-1.515, 0.886, -1.413], [-0.086, 1.330, -1.384], [-0.047, 3.330, 3.467], [1.520, -4.551, 0.547], [0.092, -0.329, -0.070], [-0.152, 0.372, -0.242], [0.005, -0.593, -0.572], [0.319, -0.453, -0.118], [-1.636, -0.647, -2.032], [2.881, -1.487, 2.762], [-0.953, 2.014, 1.214], [0.599, -0.655, -2.308], [-0.519, 0.452, -0.141], [-0.217, 0.107, 0.316], [-0.133, 0.347, 0.206], [-0.397, -0.164, 0.035], [-1.619, -2.541, 0.744], [0.666, 0.897, 0.362], [1.235, 1.880, -0.191], [-0.519, -0.817, -0.260], [-0.201, 0.061, 0.267], [0.032, -0.132, -0.381], [0.381, 0.747, 0.064], [0.394, -0.124, -0.380], [-0.137, -1.389, 3.467], [0.768, -1.547, 2.245], [-1.123, 3.200, -0.564], [1.375, -2.655, -5.253], [-0.234, 1.358, 0.467], [-0.707, 0.817, -0.223], [0.274, -0.074, -0.258], [-0.140, 0.296, -0.035], [0.073, 0.229, -0.623], [1.410, -1.393, -0.096], [-0.550, 0.884, -0.063], [-0.559, -1.052, 2.653], [1.161, 0.058, -2.392], [-2.124, 0.394, 1.139], [2.509, 0.289, 0.577], [1.479, -1.134, -0.789], [-1.636, -0.005, 0.431], [0.044, -0.193, -0.497], [-0.044, -0.094, -0.173], [-0.686, 0.896, -0.265], [-0.515, 0.144, -0.310], [0.387, -0.035, 0.774], [-0.350, 0.290, -0.216], [0.140, 0.684, -0.589], [-0.122, 0.597, -0.051], [-0.143, -1.273, -0.033], [0.126, 0.294, 0.802], [-0.117, -0.044, 0.367], [-0.442, 0.193, -0.234], [0.023, 0.232, -0.379], [0.383, -0.118, 0.037], [-0.481, 0.141, -0.093], [0.497, -0.391, -0.024], [-0.527, 1.245, -0.756], [-0.691, -0.401, 0.899], [1.725, 0.915, -0.076], [0.039, 0.478, 0.307], [-1.116, -0.856, -1.772], [-1.025, 0.287, 1.781], [-1.162, -1.134, 1.173], [0.475, 0.487, -0.406], [-0.197, -0.102, -0.111], [-0.026, 0.308, -0.641], [-0.357, -0.370, 0.004], [0.819, -0.276, -0.213], [-0.400, -0.131, 0.744], [-0.252, 0.019, 0.082], [0.133, -0.510, 0.066], [0.294, -0.261, 0.333], [0.155, -0.280, 0.248], [0.400, 0.136, -0.341], [0.466, 0.013, -0.041], [-0.145, -0.271, -0.343], [0.111, 0.415, -0.302], [0.096, 0.277, 0.038], [0.292, 0.243, 0.212], [0.572, 0.515, 0.519], [-0.829, 0.344, -0.655], [-1.471, -0.154, 1.324], [1.096, -1.018, -0.661], [-0.331, 2.142, -1.034], [-0.485, -2.110, 0.793], [-0.424, 0.257, 1.318], [-1.179, 1.310, -0.989], [0.794, -0.375, -0.544], [0.088, -0.050, -0.527], [-0.160, 0.223, 0.002], [0.645, -0.479, -0.178], [0.156, -0.096, -0.527], [0.162, 0.047, 0.034], [-0.177, 0.190, -0.032], [0.076, 0.128, 0.123], [-0.334, 0.151, 0.374], [-0.219, -0.204, -0.192], [0.873, 0.300, -0.614], [-0.064, 0.285, 0.386], [1.055, -0.433, 0.674], [0.161, -0.195, -0.267], [0.046, 0.171, 0.131], [0.056, -0.267, 0.114], [1.041, 0.597, -0.463], [-1.681, -0.350, 3.151], [-0.511, -1.302, -1.539], [2.435, 2.208, -1.170], [-1.395, -1.331, 0.921], [0.684, -0.834, 0.417], [0.068, -0.496, -0.323], [-0.631, 0.928, 1.362], [-0.996, -0.226, 0.114], [-0.111, 0.137, -0.490], [-0.101, 0.556, -0.462], [0.083, -0.211, 0.167], [0.240, -0.194, 0.205], [0.129, -0.229, -0.436], [-0.945, 0.586, -0.497], [-0.002, -0.702, 0.164], [0.714, 0.568, 0.104], [-0.164, 0.382, -0.117], [0.301, 0.017, 0.176], [0.317, 0.324, -0.828], [0.041, -0.189, -0.126], [0.341, -0.505, -0.502], [-0.172, -0.193, 0.035], [0.150, 0.490, 0.020], [-1.451, -0.270, 0.714], [-0.605, -0.286, -0.444], [0.206, 0.219, 0.474], [1.361, -0.986, -0.183], [0.206, 1.590, -1.390], [-0.222, -0.786, -0.247], [-0.198, 0.371, 0.178], [-0.017, 1.170, 1.906], [-0.593, -0.486, -1.174], [0.045, -0.196, 0.240], [0.333, -0.285, -0.374], [0.162, 0.434, -0.150], [0.035, 0.015, 0.363], [0.181, 0.033, 0.218], [-0.049, -0.173, -0.185], [-0.023, 0.569, 0.592], [0.181, -0.195, -0.409], [0.069, -1.053, -0.196], [0.500, 0.522, -0.343], [-0.364, 0.061, 0.346], [-0.055, 0.048, 0.412], [0.006, 0.203, 0.227], [0.291, -0.348, -0.491], [0.064, 0.032, 0.377], [0.940, 0.591, -0.839], [-0.584, 2.145, 0.646], [-0.278, -1.766, -0.386], [-0.641, 0.471, -1.408], [0.014, 0.422, 1.111], [1.039, -1.550, 0.469], [-0.504, 0.283, 0.246], [-0.328, 0.127, 0.046], [0.022, 0.062, -0.180], [-0.022, 0.326, -0.145], [0.349, -0.232, 0.464], [-0.266, -0.597, 0.490], [-0.084, -0.375, -0.379], [0.351, -0.289, -0.567], [-0.304, 0.264, 0.240], [0.074, -0.295, -0.060], [0.194, 0.439, 0.136], [0.929, -0.361, 0.898], [-0.653, 2.247, 0.152], [-0.972, -0.746, 1.637], [0.595, -1.529, -0.477], [0.007, 1.318, -0.922], [1.070, -1.454, -1.865], [-0.595, -0.749, 0.129], [0.621, -0.448, 0.101], [0.018, 0.558, 0.191], [0.442, 0.541, -0.640], [-0.196, -0.153, 0.306], [-0.121, 0.583, 0.538], [0.243, -0.209, -0.233], [-0.179, 0.191, 0.071], [-0.667, 0.161, 0.346], [-0.279, 0.013, -0.691], [-0.135, -0.031, 0.407], [-0.684, -0.493, 0.358], [-2.131, 1.003, 0.374], [2.003, 0.337, -0.053], [-0.670, -0.191, -0.682], [-0.516, -0.071, 0.572], [0.753, 0.227, -1.103], [1.137, -0.282, -0.185], [0.144, 0.416, 0.207], [0.188, -0.813, 0.327], [-0.111, 0.132, -0.168], [-0.038, 0.316, 0.245], [-0.318, -0.259, -0.616], [1.069, 0.302, -0.409], [-0.242, -0.421, 0.405], [-0.228, -0.125, 0.043], [-0.003, 0.261, -0.221], [0.112, -0.181, 0.022], [1.335, 0.294, -1.389], [0.886, 1.239, 1.206], [-1.131, 0.157, 1.009], [0.965, 0.037, -0.145], [-0.102, -0.512, -0.739], [0.225, -0.354, -0.396], [0.079, -0.349, 0.057], [0.190, -0.410, -0.096], [-0.206, 0.128, -0.043], [-0.310, -0.079, -0.093], [0.180, -0.849, 0.455], [-0.942, 0.335, -0.796], [-0.569, 0.306, 0.913], [-0.074, 0.300, 0.245], [-0.555, -0.439, -0.219], [0.459, 0.024, -0.102], [-0.473, 0.197, 0.107], [-0.532, 1.441, 0.230], [0.517, 0.724, -1.572], [-0.792, -1.679, 0.815], [-1.779, 0.998, -0.811], [0.855, -0.860, 1.075], [1.138, 0.327, -0.393], [-0.069, 0.015, 0.264], [0.217, -0.304, 0.031], [0.241, 0.118, -0.014], [0.005, -0.465, -0.073], [0.084, -0.673, -0.002], [0.201, 1.025, 0.195], [0.116, 0.610, -0.030], [-0.603, 0.025, 0.058], [0.574, -0.051, -0.214], [-0.259, 0.023, 0.449], [0.286, -1.163, 0.156], [-1.293, 0.068, -0.593], [0.248, -0.187, 1.082], [-1.223, -0.026, -0.753], [-0.137, 0.055, -0.036], [0.241, -0.168, 0.551], [0.364, -0.200, 0.572], [0.001, -0.091, 0.179], [-0.083, -0.322, 0.330], [0.329, 0.415, -0.439], [-0.537, 0.101, 0.328], [0.045, 0.656, -0.153], [0.080, -0.102, 0.418], [-0.224, -0.676, -0.272], [0.361, -0.121, -0.226], [0.529, 0.252, -0.102], [1.133, -0.404, -0.109], [-0.093, 0.223, -0.120], [1.465, -0.449, 0.083], [-1.583, 1.148, -0.792], [-1.386, -0.100, 1.601], [0.579, -0.638, -0.747], [0.416, -0.466, 0.378], [-0.137, -1.249, -0.668], [-0.130, -0.004, -0.526], [0.057, 0.071, 0.449], [-0.169, -0.011, -0.324], [0.203, 0.004, 0.628], [0.988, 0.290, 0.304], [-0.211, 0.080, -0.631], [-0.102, 0.335, -0.414], [-0.600, 0.039, -0.015], [0.047, 0.351, 0.184], [0.076, 0.168, 0.195], [0.146, 0.273, -0.195], [0.990, 0.619, -0.324], [-0.501, 0.221, -0.387], [0.429, 0.279, -0.728], [0.698, 0.549, 1.158], [0.353, -0.204, -0.591], [0.172, -0.789, 0.588], [-0.299, -0.260, -0.525], [-0.089, 0.131, 0.030], [-0.211, -0.362, 0.119], [0.247, 0.500, -0.688], [0.377, 0.426, 0.633], [0.260, -0.885, 0.099], [-0.689, 0.191, -0.582], [-0.475, -0.772, 0.622], [-0.126, 0.068, -0.033], [-0.597, -0.042, 0.106], [-0.446, 0.091, 0.161]], "mulliken_charge": [0.415, -0.662, -0.439, -0.291, 0.226, 0.118, 0.162, 0.147, 0.355, 0.233, 1.444, 0.984, -0.899, -0.544, -0.465, -0.829, 0.542, -0.741, -0.360, 0.381, 0.270, 0.158, 0.557, -0.551, 0.514, -0.895, 1.052, 0.226, -0.471, -0.343, -0.085, 0.283, -0.778, -0.296, -0.676, -0.535, -0.358, -0.682, -0.606, -0.305, -0.500, 0.298, 0.305, 0.274, 0.414, 0.396, 0.294, 0.320, 0.293, 0.382, 0.392, 0.383, 0.355, 0.176, 0.005, 0.345, -0.808, -0.183, -0.427, -0.877, 0.062, -1.040, 1.073, -0.437, -1.123, 0.373, 0.244, 0.244, 0.102, 0.498, 0.489, 0.318, 0.185, 0.096, 0.622, 0.444, -1.206, 0.377, 0.340, 0.278, 0.004, -0.687, -0.298, -1.553, 0.984, -0.404, 0.558, -0.589, -0.552, -0.285, 0.069, 0.442, -0.125, 0.767, 0.678, 0.483, -0.408, -0.885, 0.812, -0.134, 0.237, 0.291, 0.273, 0.098, -0.712, -0.344, -1.048, -0.147, -0.347, -1.128, 0.510, -0.467, -0.406, 0.210, 0.273, 0.341, 0.471, 0.217, 0.492, 0.138, 0.500, 0.194, 0.450, -0.545, 0.751, 0.305, 0.306, -0.070, -0.430, -0.562, -1.136, -0.976, 1.247, -0.797, 1.182, -0.111, 0.213, 0.219, -0.052, 0.343, 0.532, 0.358, 0.408, 0.423, -0.662, 0.395, -0.138, -0.688, -0.405, 0.379, -0.081, -0.702, -1.126, 0.243, -0.033, -0.439, 0.124, -0.761, 0.217, 0.165, 0.436, 0.319, 0.250, -0.079, 0.604, 0.037, -0.332, 0.282, 0.238, -1.499, 0.650, -0.135, -0.467, -0.573, -0.837, 0.340, 0.448, 0.235, 0.409, 0.154, -0.023, 0.402, 0.251, 0.121, 0.284, 0.278, 0.809, 0.413, -0.426, -0.369, -0.794, -0.335, -0.516, -0.006, -0.665, 0.282, -0.032, 0.364, 0.278, 0.277, 0.308, 0.328, 0.258, -1.207, 1.035, -0.521, -0.486, 0.150, -0.801, 0.414, 0.377, 0.025, -0.132, 0.663, -0.091, 0.304, 0.177, -0.415, 0.274, 0.257, -0.406, 1.149, -0.870, 0.234, -1.622, -0.697, 0.238, 0.462, -0.578, -0.592, 0.538, -0.031, 0.343, 0.441, 0.654, 0.363, 0.369, -1.565, 1.530, -0.538, -0.271, -0.945, 1.497, 0.158, 0.669, -0.052, -0.216, 0.180, 0.281, 0.281, 0.338, 0.334, -1.004, -0.079, -1.747, 2.372, -0.888, 0.109, -0.951, -0.599, 0.460, 0.185, 0.214, -1.019, 0.152, 0.437, 0.295, 0.112, 0.421, 0.234, 0.339, -0.782, 2.548, -0.803, -0.380, 0.065, 0.978, 0.233, -0.449, 0.243, -0.937, 0.305, 0.126, -0.127, -0.293, 0.544, -0.179, -0.900], "fmax_ev_per_a": 6.04, "e_tot_ev": -147670.4097, "lumo_ev": 0.3625, "homo_energy_ev": -8.342, "orbital_gap_ev": 8.70}